Formula: C25H23ClOPPt
Source: OMol25
Level of theory: ωB97M-V/def2-TZVPD

XYZ file:
```
52
Properties=species:S:1:pos:R:3:forces:R:3
C -0.920 -1.589 4.124 0.80 -1.84 -0.40
C -0.887 -1.919 2.701 2.16 0.15 0.55
C 0.561 -2.103 2.358 -1.69 1.16 0.56
H -1.748 -2.079 2.050 0.33 -0.27 0.40
C 1.317 -1.670 3.541 -0.92 -1.75 -0.09
C 0.406 -1.730 4.647 -0.78 0.93 -0.62
H 0.678 -1.909 5.692 -0.09 0.73 -0.38
H -1.852 -1.481 4.659 0.21 -0.07 0.15
H 0.935 -2.639 1.483 0.03 0.64 0.16
H 2.390 -1.494 3.586 -0.35 -0.26 -0.04
Pt -0.160 0.098 2.201 0.97 0.17 -1.30
Cl 2.120 1.000 1.934 0.06 -0.12 0.21
P 0.267 0.147 -0.360 -0.65 0.34 -3.15
C 1.352 -0.931 -1.459 0.55 -0.61 0.83
C 0.919 -1.591 -2.631 -0.08 0.20 0.27
H -0.129 -1.541 -2.946 0.44 -0.02 0.16
C 1.836 -2.302 -3.419 0.06 0.18 0.28
H 1.488 -2.792 -4.336 0.16 0.21 0.43
C 3.182 -2.384 -3.037 -0.17 0.13 0.14
H 3.890 -2.949 -3.653 -0.29 0.26 0.28
C 3.615 -1.747 -1.865 -0.25 -0.05 -0.21
H 4.664 -1.809 -1.568 -0.35 0.03 -0.07
C 2.705 -1.032 -1.081 -0.14 -0.05 -0.17
H 3.034 -0.529 -0.169 0.01 -0.17 -0.29
C -1.362 -0.267 -1.155 -0.45 -0.13 0.57
C -1.990 -1.443 -0.695 -0.25 0.35 -0.38
H -1.505 -2.064 0.064 -0.15 0.21 -0.35
C -3.221 -1.836 -1.227 0.07 0.04 -0.12
H -3.708 -2.738 -0.850 0.15 0.29 -0.19
C -3.820 -1.084 -2.248 0.21 0.08 0.12
H -4.773 -1.405 -2.679 0.37 0.11 0.19
C -3.196 0.077 -2.717 0.17 -0.12 0.19
H -3.643 0.661 -3.527 0.11 -0.23 0.34
C -1.983 0.504 -2.160 0.11 -0.36 0.25
H -1.510 1.417 -2.529 -0.18 -0.33 0.17
C 0.582 1.762 -1.244 0.27 0.63 0.87
C 1.244 1.935 -2.484 -0.22 -0.23 0.33
H 1.655 1.073 -3.024 -0.18 0.39 0.29
C 1.356 3.215 -3.045 -0.11 -0.18 0.24
H 1.849 3.330 -4.019 -0.22 -0.04 0.50
C 0.848 4.331 -2.368 0.00 -0.31 0.03
H 0.954 5.326 -2.808 -0.07 -0.35 0.20
C 0.213 4.164 -1.133 0.00 -0.10 -0.13
H -0.186 5.028 -0.603 0.12 -0.20 -0.12
C 0.082 2.891 -0.573 0.21 0.00 -0.37
H -0.406 2.765 0.397 0.13 0.14 -0.23
C -1.250 1.318 5.080 -0.45 0.26 0.68
C -0.885 1.556 3.620 -0.33 3.29 -0.55
O -0.926 2.676 3.129 0.16 -3.03 0.92
H -0.437 0.844 5.658 -0.25 0.17 -0.56
H -2.133 0.647 5.130 0.55 0.46 -0.11
H -1.509 2.293 5.557 0.21 -0.71 -0.48
```
Positions in Å, forces in eV/Å.

total charge = +1
HOMO level (alpha / beta) = -10.91 / -11.84 eV
energy relative to the best compared isomer or geometry (same formula, charge and spin) = 0.202 eV
orbital gap (alpha / beta) = 8.22 / 5.72 eV
2S+1 = 5
largest force on an atom = 3.35 eV Å⁻¹

***

Formula: C25H23CoN5OTe
Source: OMol25
Level of theory: ωB97M-V/def2-TZVPD

XYZ file:
```
56
Properties=species:S:1:pos:R:3:forces:R:3
Co -0.145 -1.186 -0.136 -0.31 0.28 0.65
C -2.642 0.800 4.460 0.58 0.47 0.13
C -2.924 -0.008 3.381 0.43 -0.88 -1.03
C -1.945 -0.442 2.456 -1.29 0.38 0.94
C -0.650 -0.060 2.709 2.03 0.38 -0.51
C -0.329 0.670 3.892 0.41 -0.32 -0.59
C -1.311 1.183 4.711 -0.14 -0.97 -0.79
N 0.341 -0.229 1.695 -0.15 -1.07 0.19
N 1.559 -0.676 2.084 -1.09 0.68 0.55
C 2.543 -0.425 1.195 1.59 0.63 -1.65
C 3.648 -1.317 1.040 -0.52 -0.04 0.06
C 4.662 -1.064 0.148 -0.14 1.80 -0.36
C 4.806 0.135 -0.602 -1.65 -0.19 1.43
C 3.745 1.048 -0.463 0.31 -1.74 0.36
C 2.625 0.743 0.332 0.51 -0.95 1.11
H -3.392 1.166 5.131 -0.55 0.00 0.12
H -3.886 -0.428 3.145 -0.63 0.34 0.45
H -2.279 -1.086 1.628 0.61 0.63 0.49
H 0.734 0.799 4.117 -0.34 0.24 -0.25
H -1.022 1.846 5.504 -0.14 0.07 0.45
H 3.651 -2.267 1.571 -0.18 0.24 0.01
H 5.438 -1.750 0.031 1.11 -1.34 0.02
H 5.717 0.346 -1.132 0.03 0.04 -0.33
H 3.740 1.966 -1.000 0.01 0.71 -0.33
C 1.653 -1.157 -3.877 1.55 1.70 -2.37
C 2.027 0.155 -4.237 -0.06 0.52 -0.10
C 1.778 1.215 -3.353 -0.92 -1.53 0.89
C 1.188 0.948 -2.099 -0.87 -1.25 0.45
N 0.822 -0.344 -1.827 0.21 1.09 0.09
C 1.049 -1.335 -2.708 -0.76 -0.64 2.90
C 0.903 1.966 -0.965 -0.01 -0.90 0.75
C -0.072 2.983 -1.070 1.71 -1.07 -0.40
C -0.210 3.890 -0.043 -0.75 0.88 0.56
C 0.391 3.686 1.175 1.12 -0.92 0.92
C 1.223 2.577 1.353 1.11 -0.23 0.99
C 1.551 1.720 0.329 -1.61 1.36 -3.40
H 1.892 -1.991 -4.505 -0.01 -0.25 -0.28
H 2.511 0.379 -5.212 -0.39 -0.30 0.78
H 1.924 2.233 -3.553 0.67 1.16 -0.64
H 0.806 -2.333 -2.308 -0.14 0.36 -0.33
H -0.636 3.067 -1.978 -0.15 0.21 -0.38
H -0.794 4.800 -0.140 -0.29 -0.24 -0.27
H 0.304 4.345 2.038 -0.30 0.13 -0.42
H 1.804 2.331 2.274 -0.93 0.70 -0.41
C -4.919 -2.567 -2.312 -1.19 -1.40 0.91
N -3.854 -1.692 -2.030 0.76 0.06 0.39
C -3.021 -1.747 -0.966 0.42 0.61 1.17
N -3.294 -2.610 0.060 -0.45 -0.59 -0.99
O -2.111 -0.885 -0.923 0.04 -0.38 0.06
H -5.385 -2.148 -3.198 -0.39 -0.49 -0.11
H -5.665 -2.584 -1.454 0.65 0.14 -1.02
H -4.610 -3.649 -2.455 -0.22 1.14 -0.17
H -3.552 -1.033 -2.715 0.10 0.22 -0.27
H -3.796 -3.458 -0.247 0.35 0.69 0.36
H -2.444 -2.899 0.618 -0.11 0.22 -0.54
Te -0.149 -3.628 0.428 0.39 -0.37 -0.24
```
Positions in Å, forces in eV/Å.

total charge = -1
HOMO level (alpha / beta) = -2.62 / -2.57 eV
energy relative to the best compared isomer or geometry (same formula, charge and spin) = 0.502 eV
orbital gap (alpha / beta) = 5.18 / 5.12 eV
2S+1 = 5
largest force on an atom = 4.00 eV Å⁻¹

***

Formula: C25H23F6NO6PS2SeW
Source: OMol25
Level of theory: ωB97M-V/def2-TZVPD

XYZ file:
```
66
Properties=species:S:1:pos:R:3:forces:R:3
W 1.393 -0.518 -0.822 -0.24 0.14 0.18
O 5.096 -1.098 0.393 -0.09 0.05 0.06
C 3.921 -1.108 0.582 0.14 -0.04 0.06
O 3.017 -1.460 -0.353 -0.08 -0.30 -0.20
C 3.260 -0.805 1.930 -0.15 -0.01 -0.07
P 1.479 -0.556 1.650 0.20 0.43 0.14
C 1.175 1.110 1.050 0.14 -0.09 0.31
C -0.048 1.207 0.347 -0.23 0.15 -0.03
C -0.331 2.377 -0.379 0.04 0.08 -0.02
C 0.575 3.412 -0.394 0.03 -0.01 0.02
C 1.772 3.324 0.337 -0.04 -0.07 0.01
C 2.079 2.185 1.045 0.05 0.13 -0.10
C 0.585 -0.835 3.186 -0.06 -0.15 -0.21
C 0.742 -2.054 3.845 0.08 -0.05 0.03
C 0.046 -2.296 5.016 -0.04 0.06 0.02
C -0.818 -1.330 5.521 0.04 0.01 -0.06
C -0.977 -0.119 4.860 -0.01 -0.03 0.02
C -0.278 0.133 3.688 -0.02 0.05 0.02
H 3.736 0.022 2.455 0.05 0.02 -0.08
H 3.396 -1.687 2.562 -0.05 -0.02 0.01
H -0.857 0.499 0.519 0.10 -0.13 -0.10
H -1.266 2.458 -0.918 -0.01 -0.02 0.01
H 0.358 4.304 -0.965 0.02 0.01 0.01
H 2.465 4.155 0.334 -0.01 0.00 -0.01
H 3.021 2.108 1.572 0.00 0.01 0.00
H 1.398 -2.821 3.448 -0.01 0.01 -0.01
H 0.171 -3.238 5.532 0.00 0.00 0.00
H -1.367 -1.522 6.433 0.00 0.00 0.01
H -1.643 0.634 5.258 0.00 0.00 0.00
H -0.405 1.082 3.182 0.00 -0.01 0.00
C -5.792 0.203 0.560 0.00 0.00 -0.02
C -4.472 -0.381 0.145 0.10 -0.04 -0.04
C -4.002 -0.262 -1.156 -0.07 0.05 0.11
C -2.784 -0.801 -1.562 -0.10 -0.02 -0.31
C -2.385 -0.636 -3.004 0.07 0.14 0.10
C -2.008 -1.473 -0.619 0.15 -0.17 -0.02
Se -0.296 -2.288 -1.087 0.00 -0.02 -0.02
C -2.480 -1.667 0.685 0.12 -0.16 0.31
C -1.786 -2.526 1.715 -0.04 -0.07 -0.08
C -3.695 -1.100 1.046 -0.09 0.11 -0.04
H -6.249 0.764 -0.253 0.00 0.00 0.01
H -5.676 0.873 1.413 0.01 0.00 0.00
H -6.485 -0.585 0.858 0.00 0.00 0.00
H -4.606 0.257 -1.892 0.00 0.00 0.00
H -3.253 -0.426 -3.627 -0.05 -0.03 0.05
H -1.874 -1.507 -3.411 0.03 -0.04 0.08
H -1.716 0.217 -3.087 0.02 0.01 -0.11
H -0.730 -2.671 1.504 -0.03 0.03 0.01
H -2.237 -3.522 1.738 -0.03 0.03 -0.06
H -1.893 -2.103 2.713 -0.03 0.03 -0.01
H -4.055 -1.253 2.059 0.00 0.01 0.00
F -0.748 0.452 -5.490 -0.01 -0.04 0.06
C 0.530 0.315 -5.187 0.00 -0.19 0.06
F 1.273 0.716 -6.200 0.04 0.02 0.03
F 0.798 -0.951 -4.894 -0.03 0.13 -0.05
S 0.918 1.380 -3.706 -0.12 0.39 0.09
O 0.569 0.533 -2.529 -0.04 -0.24 -0.13
O 0.150 2.565 -3.850 0.06 -0.15 0.03
N 2.464 1.621 -3.769 0.18 -0.10 0.05
S 3.318 0.684 -2.838 -0.06 -0.16 0.03
O 3.261 -0.719 -3.142 0.04 0.09 -0.07
O 2.988 0.952 -1.412 0.15 0.16 -0.09
C 5.032 1.337 -3.113 -0.20 0.02 -0.02
F 5.856 0.647 -2.357 -0.01 -0.05 0.03
F 5.056 2.614 -2.777 0.05 0.02 -0.04
F 5.318 1.179 -4.389 0.06 0.06 0.03
```
Positions in Å, forces in eV/Å.

total charge = +1
HOMO level (alpha / beta) = -10.89 / -11.41 eV
orbital gap (alpha / beta) = 6.26 / 6.46 eV
2S+1 = 3
largest force on an atom = 0.49 eV Å⁻¹

***

Formula: C25H23IN3O9
Source: OMol25
Level of theory: ωB97M-V/def2-TZVPD

XYZ file:
```
61
Properties=species:S:1:pos:R:3:forces:R:3
C 2.397 -3.029 1.276 -0.25 -0.35 -0.08
O 2.517 -2.420 0.002 -0.23 0.18 -0.11
C 3.254 -1.237 0.016 0.33 0.11 0.17
C 2.548 -0.067 0.688 -0.16 0.20 0.22
C 3.085 0.367 1.881 0.08 -0.14 -0.07
N 2.557 1.394 2.569 -0.32 0.06 -0.24
I 3.396 2.045 4.330 0.06 -0.09 -0.03
C 1.464 2.017 2.121 0.18 0.05 -0.03
C 0.853 1.661 0.925 0.15 -0.16 -0.12
C -0.371 2.454 0.568 -0.47 0.11 0.06
C -1.404 2.275 1.695 -0.19 0.18 0.63
O -1.226 2.874 2.728 0.20 -0.26 0.07
N -2.464 1.369 1.544 0.24 0.06 -0.76
C -3.048 1.346 0.197 0.28 -0.14 0.31
C -2.125 0.027 2.038 -0.45 0.45 0.37
C 1.421 0.617 0.190 0.31 -0.39 0.26
C 0.821 0.314 -1.151 -0.01 0.33 -0.37
O 0.368 1.159 -1.851 -0.26 0.07 -0.21
O 0.876 -1.003 -1.510 0.05 -0.09 0.66
O -0.026 -1.195 -2.616 0.67 -0.33 -0.70
C -0.987 -1.919 -2.131 0.12 1.23 -0.03
N -1.944 -2.281 -1.623 -0.86 -1.02 0.36
H 3.270 -3.633 1.511 0.29 0.12 0.09
H 1.549 -3.702 1.226 -0.13 -0.06 -0.08
H 2.191 -2.312 2.070 0.08 0.14 0.09
H 4.202 -1.399 0.536 0.14 0.09 0.09
H 3.521 -0.944 -0.996 -0.19 -0.22 -0.28
H 3.955 -0.117 2.292 0.14 0.04 0.17
H 1.059 2.824 2.709 -0.04 0.08 0.13
H -0.789 2.198 -0.389 0.14 -0.09 -0.17
H -0.092 3.502 0.556 0.05 0.19 -0.10
H -4.090 1.062 0.282 -0.19 -0.06 -0.01
H -2.993 2.340 -0.235 -0.13 0.10 -0.11
H -2.552 0.631 -0.465 0.07 -0.06 -0.15
H -2.010 0.067 3.116 0.24 -0.02 0.15
H -1.223 -0.373 1.563 0.10 -0.14 -0.07
H -2.961 -0.633 1.841 -0.05 -0.14 -0.13
C 3.437 3.009 -3.945 -0.02 0.00 0.03
C 2.898 2.958 -2.731 0.13 0.02 0.00
C 3.113 4.036 -1.740 0.01 0.02 0.02
O 2.621 3.962 -0.627 0.01 -0.08 0.06
C 3.949 5.188 -2.147 0.00 0.04 0.02
C 4.490 5.248 -3.361 -0.03 -0.02 0.06
C 4.278 4.164 -4.358 0.01 0.03 -0.04
O 4.770 4.217 -5.461 0.00 -0.01 0.02
H 3.292 2.230 -4.683 0.02 0.02 -0.03
H 2.280 2.141 -2.394 -0.04 0.01 -0.11
H 4.092 5.965 -1.406 -0.02 0.00 0.01
H 5.106 6.079 -3.682 0.00 -0.01 -0.03
C -6.262 -5.170 0.879 0.00 0.05 0.02
C -6.036 -3.972 1.414 -0.02 -0.01 0.01
C -4.701 -3.336 1.330 -0.02 -0.03 -0.03
O -4.489 -2.242 1.817 -0.04 -0.02 0.00
C -3.627 -4.078 0.629 0.02 -0.06 0.04
C -3.850 -5.274 0.092 0.01 0.04 0.03
C -5.187 -5.916 0.175 -0.02 -0.03 -0.02
O -5.393 -7.004 -0.314 0.01 0.01 0.01
H -7.229 -5.655 0.929 0.01 -0.03 -0.02
H -6.805 -3.411 1.930 0.02 0.02 0.01
H -2.664 -3.589 0.578 -0.01 0.02 -0.02
H -3.081 -5.832 -0.426 -0.03 -0.03 -0.01
```
Positions in Å, forces in eV/Å.

total charge = +1
HOMO level = -11.82 eV
orbital gap = 6.83 eV
largest force on an atom = 1.38 eV Å⁻¹